Entry 1:
# C30H30BrN9O4PdS

A molecular structure, C30H30BrN9O4PdS at a distorted geometry (the ωB97M-V functional and the def2-TZVPD basis, the Open Molecules 2025 dataset).

Results
ΔE to the lowest compared entry with this formula, charge and spin, eV: 0.793
Kohn-Sham gap (alpha / beta), eV: 6.5623 / 6.5615
Highest occupied orbital energy (alpha / beta), eV: -6.9 / -6.9

```
76
C30H30BrN9O4PdS (the ωB97M-V functional and the def2-TZVPD basis)
Pd -1.86 -0.34 1.87
Br 4.47 2.14 -3.67
C 4.83 1.22 -2.06
C 4.18 1.60 -0.90
C 4.39 0.91 0.28
C 5.29 -0.16 0.31
C 5.98 -0.49 -0.85
C 5.74 0.17 -2.04
N 5.65 -0.88 1.48
N 4.98 -0.85 2.54
C 3.58 -0.83 2.61
C 3.08 -0.35 3.81
C 1.73 -0.17 4.05
C 0.78 -0.52 3.09
O -0.48 -0.30 3.32
C 1.26 -1.20 1.90
N 0.31 -1.75 1.10
C 0.69 -2.39 0.02
C 2.04 -2.57 -0.33
C 3.00 -2.05 0.48
C 2.65 -1.32 1.64
H 3.50 2.44 -0.92
H 3.88 1.22 1.18
H 6.71 -1.29 -0.81
H 6.27 -0.10 -2.95
H 3.81 -0.08 4.56
H 1.38 0.26 4.98
H -0.10 -2.82 -0.59
H 2.30 -3.12 -1.22
H 4.04 -2.23 0.25
N -0.14 -1.49 -4.76
C -1.10 -1.16 -3.83
C -1.69 -2.15 -3.04
C -2.61 -1.81 -2.07
C -2.94 -0.48 -1.85
C -2.38 0.51 -2.64
C -1.47 0.18 -3.63
S -4.16 -0.07 -0.64
O -5.37 -0.76 -0.96
O -4.16 1.36 -0.53
N -3.53 -0.66 0.73
C -3.97 -1.68 1.51
N -4.98 -2.52 1.33
C -5.12 -3.44 2.28
C -4.28 -3.59 3.37
C -3.23 -2.69 3.47
N -3.11 -1.74 2.56
H -0.11 -2.44 -5.08
H 0.07 -0.81 -5.48
H -1.43 -3.19 -3.21
H -3.08 -2.59 -1.47
H -2.66 1.54 -2.48
H -1.03 0.95 -4.24
H -5.96 -4.12 2.15
H -4.43 -4.36 4.11
H -2.50 -2.70 4.27
C 0.72 1.21 -1.29
N -0.11 2.33 -0.85
C 0.42 3.65 -1.14
C -0.90 2.10 0.24
O -0.71 1.02 0.86
N -1.80 3.03 0.62
C -2.48 2.88 1.89
C -2.47 3.89 -0.34
H 1.02 1.40 -2.33
H 0.16 0.29 -1.24
H 1.62 1.11 -0.68
H 1.51 3.65 -1.01
H 0.01 4.39 -0.46
H 0.20 3.95 -2.16
H -1.83 2.37 2.60
H -3.41 2.33 1.77
H -2.70 3.88 2.28
H -2.16 3.65 -1.35
H -2.26 4.95 -0.14
H -3.54 3.72 -0.27
```

Mulliken atomic charge list, values in e, 5 entries: Pd 0.6640; Br -0.2046; C -0.0824; C -0.0219; C -0.1008

---

Entry 2:
# C30H30ClN6O10

5 unconnected molecules or ions with the total composition C30H30ClN6O10 at a distorted geometry (the ωB97M-V functional and the def2-TZVPD basis, the Open Molecules 2025 dataset).

Results
Kohn-Sham gap, eV: 2.5061
Charge: -1
Highest occupied orbital energy, eV: -2.2

```
77
C30H30ClN6O10 (the ωB97M-V functional and the def2-TZVPD basis)
C -3.96 0.38 -3.12
N -3.79 1.75 -3.60
C -2.37 2.10 -3.46
C -4.59 2.71 -2.98
O -4.16 3.84 -2.79
C -6.02 2.38 -2.58
N -6.76 2.15 -3.79
C -8.14 2.03 -3.53
C -8.64 0.65 -3.06
O -9.49 0.02 -3.63
Cl -7.91 -0.14 -1.58
H -3.52 -0.28 -3.86
H -3.53 0.21 -2.14
H -5.01 0.11 -3.07
H -2.10 2.17 -2.40
H -1.78 1.31 -3.92
H -2.16 3.04 -3.95
H -6.41 3.21 -1.95
H -5.97 1.51 -1.93
H -8.67 2.18 -4.46
H -8.54 2.80 -2.82
C 3.18 -2.16 -1.65
C 2.13 -2.52 -2.48
C 1.37 -1.54 -3.10
C 1.69 -0.21 -2.89
C 2.73 0.17 -2.06
C 3.48 -0.82 -1.44
N 0.90 0.83 -3.56
O -0.03 0.47 -4.25
O 1.21 1.99 -3.36
H 3.77 -2.93 -1.17
H 1.89 -3.56 -2.64
H 0.55 -1.81 -3.75
H 2.96 1.21 -1.89
H 4.29 -0.55 -0.79
C 2.76 -1.54 4.93
C 2.21 -0.74 3.94
C 1.81 -1.30 2.73
C 1.97 -2.66 2.55
C 2.51 -3.47 3.52
C 2.91 -2.91 4.72
N 1.53 -3.25 1.27
O 1.09 -2.50 0.44
O 1.66 -4.45 1.14
H 3.06 -1.10 5.87
H 2.09 0.32 4.10
H 1.39 -0.68 1.96
H 2.63 -4.53 3.35
H 3.34 -3.53 5.49
C 8.43 -3.63 2.05
C 7.06 -3.68 2.25
C 6.28 -2.56 2.00
C 6.90 -1.40 1.55
C 8.26 -1.34 1.35
C 9.03 -2.46 1.60
N 6.07 -0.22 1.26
O 4.88 -0.32 1.47
O 6.62 0.77 0.83
H 9.04 -4.51 2.24
H 6.59 -4.58 2.61
H 5.22 -2.59 2.16
H 8.73 -0.43 0.99
H 10.10 -2.43 1.44
C -3.31 4.31 3.21
C -2.85 3.07 3.62
C -3.08 1.95 2.84
C -3.77 2.09 1.65
C -4.25 3.32 1.23
C -4.01 4.44 2.01
N -4.01 0.92 0.80
O -3.59 -0.16 1.19
O -4.59 1.11 -0.23
H -3.13 5.19 3.81
H -2.30 2.98 4.55
H -2.72 0.98 3.16
H -4.79 3.41 0.29
H -4.38 5.40 1.69
```

Mulliken atomic charge list, values in e, 5 entries: C -1.0213; N 0.0185; C -0.8341; C 0.1575; O -0.6834

---

Entry 3:
# C30H30CuNO5PS

A molecular structure, C30H30CuNO5PS (the ωB97M-V functional and the def2-TZVPD basis, the Open Molecules 2025 dataset).

Results
ΔE to the lowest compared entry with this formula, charge and spin, eV: 1.132
Kohn-Sham gap (alpha / beta), eV: 7.4500 / 7.1392
Highest occupied orbital energy (alpha / beta), eV: -7.7 / -8.0
Spin multiplicity: 2

```
69
C30H30CuNO5PS (the ωB97M-V functional and the def2-TZVPD basis)
Cu -1.08 0.76 0.23
C 4.02 -1.63 0.06
C 3.89 -0.35 -0.72
C 5.00 0.11 -1.43
C 4.95 1.29 -2.16
C 3.79 2.04 -2.19
C 2.68 1.60 -1.49
C 2.72 0.41 -0.76
P 1.14 0.03 0.08
C 0.84 -1.79 -0.16
C 1.12 -2.76 0.91
C 1.13 -4.08 0.64
C 1.12 -4.57 -0.71
C 1.03 -3.74 -1.76
C 0.74 -2.31 -1.59
C 0.99 -1.41 -2.78
C 1.46 0.27 1.84
C 2.66 0.73 2.38
C 2.71 1.15 3.71
C 1.55 1.15 4.47
C 0.35 0.70 3.94
C 0.28 0.23 2.62
C -0.95 -0.25 2.00
H 5.07 -1.84 0.28
H 3.61 -2.48 -0.50
H 3.48 -1.57 1.01
H 5.91 -0.46 -1.40
H 5.83 1.62 -2.70
H 3.75 2.97 -2.75
H 1.76 2.17 -1.50
H 1.31 -2.38 1.91
H 1.27 -4.79 1.45
H 1.29 -5.62 -0.87
H 1.18 -4.10 -2.78
H 0.46 -1.81 -3.65
H 2.05 -1.35 -3.02
H 0.61 -0.41 -2.59
H 3.55 0.79 1.76
H 3.64 1.51 4.12
H 1.58 1.50 5.49
H -0.55 0.70 4.54
H -1.85 -0.10 2.60
H -0.92 -1.26 1.61
O -2.99 0.46 -0.06
C -3.76 1.42 -0.16
C -3.43 2.81 -0.28
C -4.48 3.73 -0.19
C -4.24 5.08 -0.22
C -2.93 5.56 -0.37
C -1.89 4.69 -0.51
C -2.08 3.28 -0.47
O -1.07 2.51 -0.63
N -5.35 6.00 -0.09
O -5.09 7.19 -0.06
O -6.48 5.54 -0.03
H -4.84 1.20 -0.13
H -5.50 3.38 -0.09
H -2.76 6.63 -0.37
H -0.88 5.05 -0.64
C -2.61 -4.69 0.32
S -3.19 -2.96 0.37
C -3.41 -2.67 -1.40
O -0.41 -1.99 -0.83
H -2.46 -4.99 -0.71
H -3.35 -5.34 0.78
H -1.67 -4.76 0.86
H -4.29 -3.20 -1.77
H -2.51 -2.98 -1.93
H -3.55 -1.60 -1.52
```

Mulliken atomic charge list, values in e, 5 entries: Cu -0.7646; C -1.3548; C 1.0416; C -0.8710; C -0.7020

---

Entry 4:
# C30H30FIN6O8RuS2

A molecular structure, C30H30FIN6O8RuS2 (the ωB97M-V functional and the def2-TZVPD basis, the Open Molecules 2025 dataset).

Results
ΔE to the lowest compared entry with this formula, charge and spin, eV: 0.206
Kohn-Sham gap (alpha / beta), eV: 6.1137 / 6.1832
Charge: +1
Highest occupied orbital energy (alpha / beta), eV: -9.5 / -9.6
Spin multiplicity: 2

```
79
C30H30FIN6O8RuS2 (the ωB97M-V functional and the def2-TZVPD basis)
Ru -0.14 -0.22 0.11
C -1.44 0.02 3.73
C -0.02 0.08 3.30
N 0.45 -0.05 2.08
C 1.81 0.09 2.13
C 2.18 0.29 3.43
N 1.02 0.27 4.14
C 3.47 0.52 4.14
O 4.55 0.56 3.40
O 3.46 0.64 5.34
C 2.59 0.10 0.87
O 3.81 0.24 0.89
O 1.87 -0.03 -0.18
H -2.09 0.33 2.92
H -1.61 0.68 4.58
H -1.72 -1.00 4.03
H 0.99 0.41 5.14
H 4.35 0.44 2.42
F 0.15 -2.57 -6.20
C -0.05 -1.27 -5.87
C -0.14 -0.97 -4.54
C -0.30 0.36 -4.14
C -0.38 0.67 -2.71
O -0.41 -0.29 -1.92
C -0.43 2.05 -2.37
C -0.50 2.96 -3.37
N -0.52 2.68 -4.69
C -0.63 3.75 -5.66
C -1.88 3.84 -6.48
C -1.61 4.84 -5.40
C -0.37 1.36 -5.11
C -0.30 1.02 -6.46
C -0.12 -0.29 -6.87
N -0.09 -0.60 -8.26
C 0.58 0.32 -9.17
C -0.28 0.45 -10.42
N -0.92 -0.90 -10.68
C 0.00 -2.01 -10.25
C 0.08 -1.98 -8.72
C -0.38 2.61 -0.96
O -0.51 3.81 -0.82
O -0.20 1.78 0.01
H -0.07 -1.75 -3.79
H -0.54 4.01 -3.10
H 0.31 4.01 -6.12
H -2.64 3.09 -6.28
H -1.80 4.15 -7.51
H -2.21 4.79 -4.50
H -1.32 5.84 -5.69
H -0.40 1.81 -7.19
H 1.59 -0.04 -9.42
H 0.71 1.31 -8.73
H 0.30 0.72 -11.30
H -1.09 1.16 -10.28
H -1.18 -0.99 -11.66
H -1.77 -0.96 -10.12
H 0.95 -1.83 -10.74
H -0.40 -2.96 -10.60
H 1.03 -2.43 -8.42
H -0.72 -2.59 -8.31
I -4.81 -3.37 2.06
C -4.11 -1.68 1.08
C -4.98 -0.75 0.52
C -4.43 0.35 -0.12
C -3.06 0.48 -0.19
N -2.23 -0.42 0.34
C -2.75 -1.48 0.97
H -6.05 -0.88 0.60
H -5.07 1.11 -0.56
H -2.60 1.34 -0.66
H -2.04 -2.17 1.41
C -1.56 -5.82 -0.21
O -0.72 -4.75 0.23
C -0.79 -3.56 -0.37
S -1.84 -3.22 -1.60
S 0.39 -2.49 0.35
H -1.47 -6.59 0.55
H -1.20 -6.19 -1.17
H -2.59 -5.49 -0.32
```

Mulliken atomic charge list, values in e, 5 entries: Ru 0.4354; C -1.2574; C 0.1987; N 0.5432; C -0.1090

---

Entry 5:
# C30H30IN3O5S2Zn

A molecular structure, C30H30IN3O5S2Zn at a distorted geometry (the ωB97M-V functional and the def2-TZVPD basis, the Open Molecules 2025 dataset).

Results
ΔE to the lowest compared entry with this formula, charge and spin, eV: 2.039
Kohn-Sham gap, eV: 6.7909
Charge: +2
Highest occupied orbital energy, eV: -13.6

```
72
C30H30IN3O5S2Zn (the ωB97M-V functional and the def2-TZVPD basis)
Zn 0.75 0.79 0.51
C 0.64 3.32 4.81
C 0.51 1.81 4.76
N 0.28 1.21 5.87
C 0.17 -0.09 5.91
C 0.36 -0.92 4.81
C 0.19 -2.41 4.91
O 1.28 -3.24 4.60
C 0.65 -0.29 3.57
C 1.01 -1.22 2.47
N 1.17 -0.96 1.23
C 1.53 -2.07 0.38
C 1.14 -3.33 0.56
C 1.68 -4.38 -0.29
C 2.64 -4.09 -1.20
C 2.87 -2.75 -1.66
C 2.38 -1.56 -0.74
I 3.95 -0.32 0.14
C 0.67 1.10 3.55
O 0.95 1.75 2.34
H 1.10 3.71 5.73
H -0.33 3.84 4.74
H 1.30 3.67 3.98
H 0.09 -0.46 6.93
H -0.63 -2.71 4.29
H -0.12 -2.62 5.90
H 2.03 -3.13 5.21
H 1.37 -2.13 2.92
H 0.45 -3.62 1.34
H 1.37 -5.41 -0.18
H 3.10 -4.97 -1.74
H 3.88 -2.50 -2.01
O -1.16 1.02 -0.11
S -2.27 2.08 -0.17
C -2.02 3.10 -1.59
C -1.76 2.40 -2.97
C -0.45 1.68 -3.19
C 0.81 2.51 -3.23
S 2.18 1.98 -2.08
O 1.59 2.10 -0.65
C 2.39 0.32 -2.60
C 2.97 0.19 -3.80
C 3.11 -1.08 -4.52
C 2.53 -2.19 -4.09
C 1.86 -2.26 -2.72
C 1.70 -0.88 -1.92
C -3.67 1.12 -0.71
C -3.48 -0.07 -1.41
C -4.62 -0.76 -1.79
C -5.84 -0.39 -1.28
C -5.97 0.69 -0.39
C -4.91 1.49 -0.15
H -1.22 3.79 -1.38
H -2.92 3.73 -1.66
H -1.87 3.21 -3.72
H -2.49 1.67 -3.22
H -0.51 1.07 -4.10
H -0.33 0.92 -2.49
H 0.71 3.55 -2.96
H 1.23 2.37 -4.24
H 3.47 1.03 -4.22
H 3.68 -1.00 -5.42
H 2.62 -3.12 -4.66
H 0.90 -2.75 -2.73
H 0.66 -0.62 -1.74
H -2.50 -0.43 -1.68
H -4.51 -1.56 -2.50
H -6.71 -0.96 -1.56
H -6.96 0.86 0.03
H -4.99 2.41 0.50
O 0.38 3.76 1.37
N -0.09 3.04 2.08
```

Mulliken atomic charge list, values in e, 5 entries: Zn 1.8073; C -1.2281; C 0.4633; N -0.5714; C -0.8351

---

Entry 6:
# C30H30N4O6S2W

A molecular structure, C30H30N4O6S2W at a distorted geometry (the ωB97M-V functional and the def2-TZVPD basis, the Open Molecules 2025 dataset).

Results
ΔE to the lowest compared entry with this formula, charge and spin, eV: 0.256
Kohn-Sham gap, eV: 6.2168
Charge: +2
Highest occupied orbital energy, eV: -13.6

```
73
C30H30N4O6S2W (the ωB97M-V functional and the def2-TZVPD basis)
W 0.06 0.22 -0.10
O 0.75 0.68 1.58
C 0.71 1.28 2.78
C 1.69 1.05 3.73
C 1.58 1.72 4.95
C 0.53 2.60 5.20
C -0.42 2.85 4.23
C -0.33 2.19 3.00
C -1.24 2.50 1.93
N -1.20 2.08 0.71
C -2.30 2.65 -0.11
C -2.16 2.12 -1.52
N -1.83 0.71 -1.30
C -2.77 -0.14 -1.56
C -2.86 -1.45 -1.01
C -3.74 -2.41 -1.53
C -3.92 -3.60 -0.86
C -3.27 -3.82 0.36
C -2.43 -2.87 0.91
C -2.21 -1.68 0.21
O -1.39 -0.74 0.71
H 2.50 0.37 3.53
H 2.33 1.55 5.71
H 0.47 3.10 6.16
H -1.22 3.55 4.41
H -2.03 3.20 2.20
H -2.27 3.74 -0.08
H -3.25 2.31 0.31
H -1.38 2.64 -2.06
H -3.08 2.22 -2.09
H -3.61 0.21 -2.16
H -4.27 -2.21 -2.45
H -4.58 -4.36 -1.26
H -3.44 -4.74 0.89
H -1.96 -3.02 1.87
C 1.51 3.30 -0.23
C 1.08 2.80 -1.57
C 1.19 3.69 -2.67
C 0.81 3.32 -3.92
C 0.37 2.00 -4.15
C 0.06 1.50 -5.44
C -0.27 0.18 -5.60
C -0.29 -0.69 -4.50
C -0.01 -0.23 -3.23
S 0.15 -1.33 -1.88
C 0.30 1.14 -3.04
N 0.57 1.58 -1.76
H 2.22 4.12 -0.37
H 2.00 2.52 0.36
H 0.67 3.69 0.34
H 1.58 4.68 -2.48
H 0.88 4.01 -4.75
H 0.11 2.17 -6.28
H -0.49 -0.20 -6.59
H -0.49 -1.74 -4.65
O 0.85 -1.75 0.48
S 1.58 -2.07 1.81
C 0.75 -3.50 2.52
C 1.90 -4.25 3.17
C 2.99 -4.36 2.10
C 3.04 -3.03 1.33
H 0.31 -4.04 1.68
H -0.02 -3.16 3.21
H 1.56 -5.23 3.52
H 2.27 -3.71 4.04
H 2.75 -5.16 1.40
H 3.96 -4.59 2.54
H 2.97 -3.13 0.25
H 3.91 -2.42 1.55
O 3.80 -0.94 -0.73
N 2.97 -0.19 -1.17
O 2.86 0.18 -2.31
O 2.14 0.33 -0.23
```

Mulliken atomic charge list, values in e, 5 entries: W 1.9082; O 0.9766; C 0.2394; C -1.1058; C -0.6845

---

Question: Which formula does entry 3 have?
Answer: C30H30CuNO5PS

---

Question: Which formula does entry 5 have?
Answer: C30H30IN3O5S2Zn